{"formula": "C24H73AsF6N13O10", "method": "the ωB97M-V functional and the def2-TZVPD basis", "charge": -1, "orbital_gap_ha": 0.3401, "lumo_ev": 1.6765, "multiplicity": 1, "energy_ha": -5257.40772, "species": ["As", "F", "F", "F", "F", "F", "F", "C", "O", "N", "N", "H", "H", "H", "H", "C", "O", "N", "N", "H", "H", "H", "H", "C", "O", "N", "N", "H", "H", "H", "H", "C", "O", "N", "N", "H", "H", "H", "H", "C", "C", "C", "O", "C", "N", "H", "H", "H", "H", "H", "H", "H", "H", "H", "H", "H", "C", "C", "C", "O", "C", "N", "H", "H", "H", "H", "H", "H", "H", "H", "H", "H", "H", "C", "C", "C", "O", "C", "N", "H", "H", "H", "H", "H", "H", "H", "H", "H", "H", "H", "C", "C", "C", "O", "C", "N", "H", "H", "H", "H", "H", "H", "H", "H", "H", "H", "H", "C", "C", "C", "O", "C", "N", "H", "H", "H", "H", "H", "H", "H", "H", "H", "H", "H", "O", "H", "H"], "xyz": [[-2.66381, 1.79109, -0.25809], [-3.02489, 1.47413, -1.94047], [-4.32343, 1.16689, 0.14925], [-2.22606, 2.01800, 1.49885], [-1.06187, 2.56678, -0.62248], [-3.25988, 3.52182, -0.37303], [-1.96187, 0.11281, -0.14618], [-9.61044, -5.05717, 0.61246], [-10.13694, -6.12916, 0.72729], [-8.48652, -4.75107, 0.01758], [-10.03173, -3.98665, 1.15109], [-7.85565, -5.42936, -0.38494], [-8.27878, -3.76279, 0.00214], [-9.52805, -3.13226, 0.96026], [-10.99510, -4.10276, 1.43134], [-0.03327, 8.60779, -3.53068], [0.35750, 9.69886, -3.94791], [-0.96199, 7.93523, -4.17678], [0.35082, 7.95070, -2.46773], [-1.26055, 6.97803, -4.05546], [-1.45051, 8.39516, -4.93170], [0.04969, 6.98782, -2.41997], [1.12745, 8.37782, -1.98346], [-0.27005, -0.80246, -8.06678], [0.61205, -0.89189, -8.84864], [-0.29213, -0.80768, -6.78938], [-1.48734, -0.71939, -8.46523], [0.59175, -0.47985, -6.42692], [-1.05801, -0.72708, -6.13591], [-2.28287, -0.94533, -7.88542], [-1.50352, -0.79941, -9.47193], [5.92083, 2.30211, -4.72773], [5.92890, 1.43882, -3.86488], [6.95754, 2.87111, -5.37802], [4.84958, 2.70288, -5.27849], [7.87627, 2.49412, -5.19385], [6.64538, 3.04341, -6.32298], [3.97286, 2.70135, -4.77704], [5.06249, 2.98299, -6.22522], [10.46115, 8.04280, -0.84681], [9.25363, 8.44489, 0.10588], [8.32196, 7.25986, 0.59774], [7.13092, 7.82787, 1.11328], [6.27274, 7.00805, 1.78913], [9.73067, 9.25224, 1.15970], [10.04400, 7.49637, -1.69268], [11.34053, 7.56873, -0.41086], [10.85396, 9.01444, -1.14633], [8.59583, 9.13178, -0.42664], [8.81276, 6.63023, 1.33989], [8.10602, 6.77248, -0.35302], [5.25277, 7.33056, 1.99832], [6.64384, 6.59849, 2.72863], [6.04481, 6.12667, 1.18968], [9.12621, 9.24733, 1.96884], [10.58700, 8.91065, 1.57214], [-4.40722, 3.63649, 9.80996], [-4.30142, 3.05750, 11.17381], [-2.86875, 3.25741, 11.70407], [-1.92970, 2.63702, 10.79908], [-1.98949, 1.22463, 10.73548], [-5.10591, 3.87870, 12.04921], [-3.83973, 2.99322, 9.13746], [-4.18627, 4.69296, 9.65780], [-5.37202, 3.48334, 9.32645], [-4.57005, 2.00186, 11.13428], [-2.81695, 2.89100, 12.72932], [-2.68695, 4.32200, 11.85139], [-2.63048, 0.82531, 9.94950], [-2.23106, 0.73696, 11.67990], [-0.97796, 0.96100, 10.42663], [-5.05479, 4.88163, 11.94143], [-6.07162, 3.62336, 12.19859], [-1.38318, -10.50920, 3.49478], [-0.76235, -10.33954, 2.11311], [-1.09033, -9.01289, 1.32296], [-0.26779, -8.86140, 0.12696], [-0.21576, -7.52515, -0.38056], [0.60553, -10.35954, 2.47023], [-0.96895, -11.42552, 3.91533], [-2.45757, -10.61954, 3.34772], [-1.33402, -9.68430, 4.20557], [-1.04278, -11.20046, 1.50626], [-0.84437, -8.23056, 2.04099], [-2.10429, -8.81798, 0.97370], [0.49120, -7.00138, 0.26283], [-1.13947, -6.98163, -0.57916], [0.17184, -7.59125, -1.39717], [1.17529, -9.52819, 2.53600], [0.73335, -10.75489, 3.39081], [-9.26238, 0.14947, -9.59242], [-8.31104, -0.32122, -8.52797], [-7.76538, -1.69961, -8.79686], [-6.92390, -2.03559, -7.76593], [-6.58914, -3.42034, -7.61547], [-7.27995, 0.67475, -8.41660], [-9.14432, 1.22202, -9.74668], [-10.28239, 0.15564, -9.20817], [-9.11750, -0.38443, -10.53160], [-8.67816, -0.27758, -7.50258], [-7.26463, -1.78629, -9.76113], [-8.57252, -2.43214, -8.79090], [-6.31013, -3.83663, -8.58343], [-7.49638, -3.97408, -7.37383], [-5.82803, -3.47858, -6.83738], [-6.58007, 0.62453, -7.69015], [-6.62766, 0.61897, -9.18569], [5.42649, -2.93086, 3.01743], [6.01963, -4.26546, 2.63680], [7.28376, -4.40357, 1.72009], [7.73517, -5.83102, 1.66234], [8.46794, -6.24506, 0.63297], [6.34618, -4.84916, 3.91860], [6.08437, -2.09066, 2.79530], [5.09760, -2.79193, 4.04729], [4.55332, -2.72191, 2.39935], [5.19308, -4.85356, 2.23797], [8.09059, -3.79308, 2.12555], [7.05197, -3.91541, 0.77348], [9.47291, -5.89174, 0.40212], [7.99999, -6.03791, -0.32941], [8.67834, -7.31361, 0.67807], [6.73089, -4.17139, 4.56103], [7.02941, -5.58946, 3.84612], [-2.41935, 6.54516, 3.90367], [-2.59729, 6.28822, 2.99893], [-1.57379, 6.14431, 4.10511]], "atomic_forces_ev_per_a": [[0.620, 0.566, 1.451], [0.323, 0.414, 0.576], [1.918, 0.834, -0.212], [-0.918, -0.261, -1.865], [-1.279, -1.312, -0.060], [0.077, -2.108, 0.207], [-0.719, 1.912, -0.158], [1.215, -2.620, -0.607], [-0.834, -2.125, -0.227], [3.840, -0.237, -2.572], [-3.683, 4.195, 2.924], [-0.260, 0.286, 0.103], [0.820, -0.741, -0.525], [-1.173, 0.152, 0.588], [0.097, 1.109, 0.317], [0.202, 1.991, -1.757], [0.168, -0.152, 0.831], [-3.246, -1.324, -2.981], [1.604, -0.383, 2.283], [0.316, 0.275, 0.494], [0.413, 0.063, 0.145], [0.591, 0.258, 0.767], [-0.073, -0.774, 0.252], [-1.541, -0.415, -0.677], [3.941, 0.138, -1.659], [3.767, 0.318, 6.684], [-5.306, 0.280, -3.878], [-0.024, -0.466, 0.671], [-0.035, 0.175, -0.742], [0.150, 0.158, -0.456], [-0.966, -0.170, 0.099], [2.224, -3.310, 2.570], [1.030, 0.523, 1.004], [2.178, 0.255, -0.155], [-4.785, 1.908, -2.392], [-0.166, -0.097, -0.456], [1.527, 0.322, -0.068], [0.045, -0.247, -0.762], [-2.051, 0.638, 0.269], [-1.514, 1.068, 0.702], [-0.130, -1.475, -0.110], [0.509, 1.292, -1.285], [0.604, 1.897, -0.147], [-0.914, -2.620, 0.193], [1.234, 0.906, 2.030], [0.420, -0.023, -0.071], [-0.476, -0.546, 0.400], [-0.097, -0.011, -0.508], [-0.215, -0.447, -0.669], [0.098, -0.214, -0.066], [-0.256, -0.909, 0.206], [0.342, 1.304, -0.180], [0.464, 0.224, 0.288], [0.178, -0.478, -0.291], [-0.699, 0.234, -0.178], [0.448, -0.205, -0.318], [-0.214, -1.277, -2.555], [0.439, 2.349, 0.316], [-0.372, -1.318, -0.748], [-0.423, 0.833, 1.115], [0.870, 0.211, -0.333], [-1.197, -0.485, 1.994], [0.813, 0.498, -0.248], [0.455, -0.107, 0.415], [-0.638, 0.135, 0.620], [-0.258, 0.109, 0.487], [0.199, -0.663, 0.057], [0.373, 0.080, -0.794], [-0.477, 0.264, -0.035], [-0.020, 0.136, 0.195], [0.024, -0.380, 0.200], [0.284, -0.222, -0.443], [0.150, -0.161, -0.247], [-2.764, 0.116, -0.780], [-0.503, 1.666, 0.153], [0.904, 0.071, -0.136], [-0.885, -0.339, 0.661], [0.767, -0.773, -0.202], [3.316, -0.599, -0.025], [-0.257, 0.065, 0.144], [-0.374, -0.511, 0.334], [0.740, 0.192, -0.271], [0.131, -0.101, -0.180], [0.110, 0.443, 0.036], [-0.400, -0.637, 0.466], [-0.235, 0.645, -0.172], [-0.539, -0.201, 0.908], [0.532, -0.221, 0.138], [-0.530, 0.469, -0.876], [-0.010, -0.279, -0.199], [-0.939, 0.653, 0.309], [1.035, 0.472, 0.851], [-0.951, -0.853, 0.060], [1.647, -0.406, 1.474], [-0.987, 0.957, -0.729], [2.059, 1.381, -0.704], [0.552, -0.074, -0.234], [-0.269, -0.817, -0.411], [-0.369, 0.003, 0.001], [-0.918, -0.589, -0.166], [0.167, 0.252, -0.410], [-0.568, -0.108, -0.337], [0.719, -0.034, -0.032], [-0.085, -0.138, 0.555], [-0.105, -0.206, -0.270], [-0.707, -0.653, 0.999], [-0.268, 0.163, -0.956], [-0.166, 1.799, -1.675], [0.733, -1.421, 1.071], [-0.367, 0.058, 0.082], [-2.173, 2.849, 2.686], [1.423, -0.999, -3.446], [0.308, -1.043, 1.136], [0.334, 0.063, 0.076], [0.214, -0.665, 0.014], [-0.112, 0.017, -0.013], [0.240, -0.263, -0.440], [0.198, -0.155, 0.336], [0.088, -0.786, -0.705], [0.518, 1.067, 1.043], [-0.571, -0.228, -0.299], [-0.636, -0.238, 0.324], [0.005, 0.177, -0.063], [-0.043, -0.231, -0.130], [-0.094, 0.264, 0.206], [-0.096, -0.154, -0.265], [0.173, -0.149, 0.041]]}